This record from OMol25 describes C20H54Cl6HfN7O5P2 as an isolated structure. The level of theory is ωB97M-V/def2-TZVPD.

CARTESIAN COORDINATES (ANGSTROEM)
1 Hf 6.3131 8.8073 1.3087
2 C 6.7468 9.4934 -2.3159
3 O 6.5720 9.6186 -0.9031
4 H 7.1744 10.4078 -2.7274
5 H 7.6264 8.9011 -2.5683
6 H 5.8535 9.2362 -2.8849
7 O 4.2661 9.9763 0.8538
8 P 3.2902 11.1231 0.7609
9 N 1.7620 10.5116 0.5020
10 C 1.3618 9.1350 1.0601
11 C 0.6092 11.2407 -0.0994
12 N 3.6338 12.2141 -0.5511
13 C 4.5179 13.4074 -0.3296
14 C 3.4917 11.8429 -1.9851
15 N 3.0757 12.0883 2.2021
16 C 3.2604 11.3863 3.4873
17 C 2.1864 13.2813 2.1535
18 H 2.1043 8.3692 0.8360
19 H 0.3388 8.8605 0.8026
20 H 1.5119 9.1161 2.1395
21 H -0.3512 10.8553 0.2427
22 H 0.5760 11.1353 -1.1838
23 H 0.5165 12.2916 0.1745
24 H 4.1967 14.1955 -1.0105
25 H 4.3979 13.6878 0.7169
26 H 5.5585 13.1709 -0.5518
27 H 3.3558 12.7435 -2.5839
28 H 4.3482 11.2993 -2.3840
29 H 2.6766 11.1454 -2.1780
30 H 2.2801 10.9354 3.6416
31 H 4.0001 10.5869 3.5313
32 H 3.5326 12.1555 4.2100
33 H 1.2485 13.0660 2.6655
34 H 2.0638 13.6665 1.1413
35 H 2.6020 14.0733 2.7765
36 O 8.6747 8.9539 1.0777
37 P 10.0941 9.2496 0.7505
38 N 10.3620 10.9460 0.8286
39 C 9.9072 11.9260 -0.1327
40 C 10.7863 11.6719 2.0549
41 N 10.6652 8.7688 -0.7669
42 C 10.1981 7.4552 -1.3659
43 C 11.8257 9.3862 -1.4498
44 N 11.3632 8.5155 1.7558
45 C 12.7283 9.0363 1.7527
46 C 11.1143 7.1099 2.0991
47 H 9.3115 12.7102 0.3347
48 H 9.2471 11.4031 -0.8247
49 H 10.7074 12.3822 -0.7155
50 H 11.3625 12.5732 1.8456
51 H 11.4739 11.1464 2.7175
52 H 9.9297 11.9227 2.6805
53 H 9.1443 7.3751 -1.0994
54 H 10.3499 7.6293 -2.4312
55 H 10.7637 6.6234 -0.9460
56 H 11.6148 10.3795 -1.8460
57 H 12.6274 9.4650 -0.7155
58 H 12.2105 8.7906 -2.2776
59 H 13.0487 8.9372 2.7898
60 H 13.3779 8.4432 1.1090
61 H 12.6696 10.0721 1.4184
62 H 10.0673 7.0017 2.3822
63 H 11.7840 6.7098 2.8603
64 H 11.3346 6.5021 1.2215
65 C 4.4098 5.9606 -2.0027
66 N 4.0980 7.3413 -1.4080
67 O 3.4149 8.0228 -2.1481
68 O 4.6240 7.6870 -0.3151
69 H 3.5337 5.3190 -2.0969
70 H 5.1645 5.6175 -1.2951
71 H 4.9334 6.0908 -2.9498
72 Cl 10.2229 11.4861 -3.7720
73 C 9.6155 10.6293 -5.2358
74 C 10.6952 10.5186 -6.3682
75 Cl 12.2897 10.0314 -5.6261
76 H 8.7957 11.2351 -5.6217
77 H 9.1276 9.6874 -4.9851
78 H 10.8398 11.5017 -6.8160
79 H 10.5307 9.6870 -7.0535
80 Cl 4.0266 7.0674 -5.4508
81 C 3.7360 8.7788 -5.5341
82 C 3.4738 9.2847 -7.0021
83 Cl 4.9700 8.9713 -7.9736
84 H 4.5521 9.3308 -5.0678
85 H 2.8872 9.0234 -4.8956
86 H 3.2713 10.3556 -7.0216
87 H 2.6358 8.7830 -7.4860
88 Cl 6.3384 3.5673 -3.3977
89 C 7.2663 4.5362 -4.5592
90 C 7.6042 5.8585 -3.9116
91 Cl 8.7487 6.7089 -4.9232
92 H 6.7052 4.6495 -5.4868
93 H 8.1357 3.9229 -4.7959
94 H 7.8929 6.0316 -2.8749
95 H 6.7070 6.4770 -3.9344

Calculated values
Multiplicity: 1
Frontier orbital gap in eV: 2.58
DFT total energy in a.u.: -5044.6030
Total charge: +3



This record from OMol25 describes a 2-piece molecular cluster, C6H13O2 overall. The level of theory is ωB97M-V/def2-TZVPD.

CARTESIAN COORDINATES (ANGSTROEM)
1 C 0.6038 -0.8955 1.9147
2 C 0.8391 0.5939 2.3097
3 O 1.6694 1.2398 1.6322
4 O 0.3390 0.9393 3.4185
5 H 1.1539 -1.1436 1.0107
6 H -0.4321 -0.9446 1.5720
7 H 0.7632 -1.5531 2.7482
8 C -0.4251 -0.4234 -1.9699
9 C -0.3352 -0.7926 -3.4307
10 C -0.7368 1.0480 -1.6009
11 C -1.5228 -1.2393 -1.2022
12 H 0.4936 -0.6836 -1.4537
13 H 0.0438 -0.0172 -4.1328
14 H -1.7831 1.3193 -1.6615
15 H -0.2889 1.2161 -0.6181
16 H -0.2567 1.7788 -2.2822
17 H -2.4902 -0.7635 -1.3536
18 H -1.6326 -2.2063 -1.7180
19 H -1.3043 -1.1185 -3.8184
20 H 0.3562 -1.6203 -3.6253
21 H -1.3314 -1.2139 -0.1383

Calculated values
Multiplicity: 2
Frontier orbital gap (alpha / beta) in eV: 2.86 / 8.17
DFT total energy in a.u.: -386.7968
Total charge: -2



This record from OMol25 describes one molecule with the formula C4H7NO2. The level of theory is ωB97M-V/def2-TZVPD.

CARTESIAN COORDINATES (ANGSTROEM)
1 C -0.0098 1.6904 -0.2035
2 C 0.3952 0.9711 1.0552
3 O 0.7637 1.5199 2.0652
4 N 0.3299 -0.4103 0.9908
5 C 0.3500 -1.2198 -0.2093
6 C -1.0352 -1.4419 -0.7736
7 O -1.3852 -1.0818 -1.8641
8 H 0.7441 1.5113 -0.9751
9 H -0.0087 2.7653 -0.0658
10 H -0.9648 1.3735 -0.6157
11 H 0.7615 -0.8327 1.8008
12 H 0.9028 -2.1483 -0.0708
13 H 0.9166 -0.7188 -1.0070
14 H -1.7602 -1.9779 -0.1271

Calculated values
Multiplicity: 1
Frontier orbital gap in eV: 10.50
DFT total energy in a.u.: -361.8472
Total charge: 0
SMILES string: CC(=O)NCC=O



This record from OMol25 describes one molecule with the formula C24H29N3O3S. The level of theory is ωB97M-V/def2-TZVPD.

CARTESIAN COORDINATES (ANGSTROEM)
1 C 0.3219 -0.5598 -3.7103
2 C -0.1924 -1.5971 -2.7640
3 C 0.6065 -2.0476 -1.7173
4 C 0.1460 -3.0117 -0.8408
5 C -1.1193 -3.5626 -0.9970
6 C -1.6738 -4.5436 0.0043
7 N -2.5236 -3.8103 0.9300
8 C -2.1479 -3.5130 2.1884
9 O -1.2946 -4.0984 2.8136
10 C -2.9270 -2.3110 2.7653
11 N -2.8676 -1.2263 1.8240
12 C -3.8966 -0.7754 1.0402
13 C -3.4334 0.0857 0.0928
14 C -2.0247 0.1687 0.2677
15 C -1.0002 0.8461 -0.3922
16 C 0.2823 0.6599 0.0621
17 S 1.6497 1.4584 -0.7591
18 O 1.1537 2.2269 -1.8738
19 O 2.6655 0.4865 -1.0453
20 N 2.2519 2.4526 0.4553
21 C 3.6391 2.8099 0.1835
22 C 4.1877 3.9390 1.0500
23 C 3.8871 5.3278 0.4864
24 C 2.4351 5.7681 0.6495
25 C 1.4201 4.8011 0.0440
26 C 1.3142 3.4900 0.8276
27 C 0.5950 -0.1693 1.1390
28 C -0.3958 -0.8534 1.8054
29 C -1.7042 -0.6768 1.3621
30 C -1.9216 -3.1103 -2.0359
31 C -1.4620 -2.1408 -2.9085
32 H -0.4336 -0.2893 -4.4442
33 H 0.6282 0.3341 -3.1686
34 H 1.1998 -0.9357 -4.2340
35 H 1.5892 -1.6201 -1.5864
36 H 0.7732 -3.3441 -0.0267
37 H -0.8834 -5.0109 0.5932
38 H -2.2701 -5.3177 -0.4883
39 H -3.2000 -3.2077 0.4812
40 H -3.9693 -2.5850 2.9432
41 H -2.4665 -2.0280 3.7160
42 H -4.9036 -1.0952 1.2351
43 H -4.0148 0.6010 -0.6443
44 H -1.1845 1.4905 -1.2369
45 H 4.2072 1.8913 0.3514
46 H 3.7574 3.0767 -0.8755
47 H 3.8049 3.8469 2.0665
48 H 5.2721 3.8165 1.0926
49 H 4.5258 6.0579 0.9902
50 H 4.1497 5.3386 -0.5740
51 H 2.2121 5.8891 1.7133
52 H 2.3170 6.7462 0.1771
53 H 0.4388 5.2805 0.0530
54 H 1.6663 4.5732 -0.9934
55 H 0.3261 3.0485 0.6750
56 H 1.4254 3.6868 1.8999
57 H 1.6315 -0.2653 1.4163
58 H -0.1651 -1.5122 2.6275
59 H -2.9120 -3.5255 -2.1688
60 H -2.1002 -1.8041 -3.7133

Calculated values
Multiplicity: 1
Frontier orbital gap in eV: 9.01
DFT total energy in a.u.: -1720.1485
Total charge: 0
SMILES string: Cc1ccc(CNC(=O)Cn2ccc3cc(S(=O)(=O)N4CCCCCC4)ccc32)cc1



This record from OMol25 describes one molecule with the formula C4H7N. The level of theory is ωB97M-V/def2-TZVPD.

CARTESIAN COORDINATES (ANGSTROEM)
1 C -0.6429 1.0405 0.7882
2 C 0.0497 -0.3834 0.8240
3 C 0.1606 -0.9287 -0.6843
4 C 0.9002 -0.1064 -1.5742
5 N 1.5669 0.6116 -2.1555
6 H -0.8714 1.3039 -0.2518
7 H 0.1437 1.7920 1.0603
8 H -1.5372 0.9803 1.4464
9 H -0.6289 -1.0652 1.4436
10 H 1.1276 -0.2479 1.1812
11 H 0.4994 -1.9781 -0.8722
12 H -0.7676 -1.0185 -1.2056

Calculated values
Multiplicity: 1
Frontier orbital gap in eV: 12.28
DFT total energy in a.u.: -211.3305
Total charge: 0
SMILES string: CCCC#N



This record from OMol25 describes C33H28As2NO4W as an isolated structure. The level of theory is ωB97M-V/def2-TZVPD.

CARTESIAN COORDINATES (ANGSTROEM)
1 W -0.3605 -0.9789 1.2571
2 O 1.2216 -0.8791 -0.0040
3 C 1.9553 0.1099 -0.3560
4 C 1.6892 1.4617 -0.1247
5 C 2.6015 2.4336 -0.6047
6 C 2.2814 3.7432 -0.4341
7 C 1.0895 4.1492 0.1857
8 C 0.1840 3.2221 0.6503
9 C 0.4719 1.8623 0.5105
10 O -0.3997 0.9673 0.9197
11 N 3.2188 4.7821 -0.9305
12 O 4.2316 4.3788 -1.4510
13 O 2.8822 5.9285 -0.7669
14 H 2.8504 -0.1684 -0.9145
15 H 3.5274 2.1583 -1.0947
16 H 0.9015 5.2117 0.2828
17 H -0.7418 3.5161 1.1259
18 C -2.7751 -3.8131 0.3896
19 C -3.6646 -2.5614 0.5362
20 As -2.7164 -0.9041 0.1518
21 C -2.3900 -0.7995 -1.7295
22 C -1.5306 0.2209 -2.1466
23 C -1.2707 0.3826 -3.4963
24 C -1.8544 -0.4796 -4.4194
25 C -2.7039 -1.4921 -3.9974
26 C -2.9770 -1.6610 -2.6493
27 C -3.8089 0.5441 0.7387
28 C -4.2138 1.5151 -0.1725
29 C -5.0226 2.5566 0.2629
30 C -5.4188 2.6201 1.5918
31 C -5.0157 1.6436 2.4960
32 C -4.2050 0.6039 2.0714
33 As -0.8679 -3.4440 0.5887
34 C 0.2749 -4.7334 -0.1986
35 C 1.1140 -4.3537 -1.2436
36 C 1.9178 -5.3164 -1.8349
37 C 1.8750 -6.6286 -1.3803
38 C 1.0306 -6.9967 -0.3372
39 C 0.2184 -6.0508 0.2628
40 C -0.3772 -2.9762 2.3804
41 C 0.9467 -2.4799 2.2701
42 C 1.3713 -1.2892 2.9269
43 C 0.3908 -0.4756 3.4843
44 C -0.9723 -0.8947 3.4977
45 C -1.3224 -2.1903 3.0504
46 H -2.8289 -4.2408 -0.6130
47 H -3.0480 -4.6030 1.0907
48 H -4.0638 -2.4545 1.5455
49 H -4.5318 -2.6288 -0.1221
50 H -1.1028 0.9109 -1.4293
51 H -0.6284 1.1826 -3.8391
52 H -1.6537 -0.3500 -5.4743
53 H -3.1710 -2.1466 -4.7207
54 H -3.6656 -2.4392 -2.3394
55 H -3.9242 1.4604 -1.2147
56 H -5.3540 3.3104 -0.4381
57 H -6.0553 3.4284 1.9259
58 H -5.3445 1.6887 3.5254
59 H -3.9198 -0.1683 2.7806
60 H 1.1328 -3.3304 -1.5986
61 H 2.5734 -5.0483 -2.6518
62 H 2.5050 -7.3748 -1.8457
63 H 1.0045 -8.0211 0.0082
64 H -0.4388 -6.3388 1.0748
65 H 1.6424 -3.0403 1.6522
66 H 2.3931 -0.9372 2.8786
67 H 0.6524 0.5080 3.8541
68 H -1.7415 -0.2492 3.8983
69 H -2.3637 -2.4884 3.0756

Calculated values
Multiplicity: 1
Frontier orbital gap in eV: 6.04
DFT total energy in a.u.: -6167.5485
Total charge: +3



This record from OMol25 describes C23H35MoN2O4S as an isolated structure. The level of theory is ωB97M-V/def2-TZVPD.

CARTESIAN COORDINATES (ANGSTROEM)
1 Mo -0.4802 -0.5905 0.1526
2 C -0.8472 -0.1328 3.9010
3 O -1.7669 -0.4325 2.8755
4 C -2.5278 0.6726 2.4518
5 C -3.3864 0.2427 1.2700
6 O -2.6177 0.2188 0.0773
7 C -3.4233 -0.0250 -1.0733
8 C -2.5648 -0.2249 -2.3210
9 O -2.2221 -1.5861 -2.4094
10 C -1.1588 -1.8652 -3.2882
11 H -1.3596 0.2960 4.7723
12 H -0.0780 0.5644 3.5491
13 H -0.3825 -1.0773 4.1820
14 H -1.8690 1.5001 2.1422
15 H -3.1854 1.0175 3.2687
16 H -4.2170 0.9497 1.1376
17 H -3.7845 -0.7626 1.4759
18 H -4.1009 0.8337 -1.2071
19 H -4.0152 -0.9402 -0.9268
20 H -1.6564 0.3980 -2.2417
21 H -3.1350 0.0794 -3.2140
22 H -1.3743 -1.5144 -4.3037
23 H -1.0424 -2.9467 -3.2865
24 H -0.2265 -1.3990 -2.9343
25 O 0.9930 -2.0478 0.2251
26 N 0.6944 -3.3460 0.1284
27 C 1.7002 -4.2350 -0.0750
28 C 1.4598 -5.5723 -0.1638
29 C 0.1384 -6.0538 -0.0284
30 C -0.8736 -5.1463 0.1897
31 C -0.6119 -3.7824 0.2696
32 S -1.8081 -2.6196 0.5515
33 H 2.6805 -3.7921 -0.1658
34 H 2.2794 -6.2509 -0.3342
35 H -0.0695 -7.1084 -0.0992
36 H -1.9001 -5.4612 0.2876
37 C 3.1435 -0.6452 -1.2578
38 C 3.4758 0.2844 -0.0925
39 C 3.1369 -0.3105 1.2723
40 C 2.8296 1.6388 -0.2871
41 C 3.7031 2.6877 -0.4701
42 C 3.2786 3.9896 -0.6660
43 C 1.9200 4.2317 -0.6484
44 C 0.9845 3.2324 -0.4528
45 C -0.4350 3.7505 -0.2997
46 C -0.7549 3.8373 1.1961
47 C -1.5109 2.9831 -1.0557
48 C 1.4034 1.8619 -0.2801
49 N 0.5565 0.8545 -0.1166
50 H 3.6119 -1.6157 -1.1193
51 H 3.5111 -0.2143 -2.1870
52 H 2.0619 -0.7711 -1.3319
53 H 4.5634 0.4407 -0.1112
54 H 2.0569 -0.4339 1.3787
55 H 3.4941 0.3515 2.0582
56 H 3.6162 -1.2785 1.3920
57 H 4.7661 2.4872 -0.4520
58 H 3.9895 4.7859 -0.8181
59 H 1.5810 5.2513 -0.7728
60 H -0.4484 4.7713 -0.6987
61 H -0.5142 2.8907 1.6793
62 H -1.8057 4.0721 1.3652
63 H -0.1494 4.6138 1.6586
64 H -1.5812 1.9778 -0.6507
65 H -1.2695 2.9324 -2.1158
66 H -2.4752 3.4831 -0.9515

Calculated values
Multiplicity: 2
Frontier orbital gap (alpha / beta) in eV: 6.64 / 6.14
DFT total energy in a.u.: -1774.1101
Total charge: 0



This record from OMol25 describes one molecule with the formula C5H5N5OS2. The level of theory is ωB97M-V/def2-TZVPD.

CARTESIAN COORDINATES (ANGSTROEM)
1 C 0.9420 0.9548 0.3666
2 C 1.9727 -0.9385 -0.9176
3 C -1.4977 -1.0241 0.4551
4 C 0.5892 -1.2481 -1.4236
5 C -2.3936 1.1909 0.4381
6 N 1.9803 0.1245 0.0090
7 N 1.3680 1.8553 1.1962
8 N 3.0524 0.5833 0.6679
9 N 2.6572 1.5809 1.3426
10 N -1.5371 0.1569 -0.0319
11 O 2.9767 -1.5046 -1.2248
12 S -2.5950 -1.6966 1.5748
13 S -0.3149 -2.1919 -0.1392
14 H -0.0039 -0.3536 -1.6193
15 H 0.6607 -1.8919 -2.3002
16 H -2.6207 1.1053 1.5037
17 H -1.9102 2.1451 0.2339
18 H -3.3262 1.1524 -0.1315

Calculated values
Multiplicity: 1
Frontier orbital gap (alpha / beta) in eV: 7.70 / 6.33
DFT total energy in a.u.: -1338.7268
Total charge: 0